Density functional theory data (the ωB97M-V functional and the def2-TZVPD basis) for a 2-piece molecular cluster, C3H5O2S2 overall at a distorted geometry.

HOMO (spin up / spin down)   -3.96 / -3.93 eV
Calculated total energy   -1064.14058 Eh
Net charge   -1
Gap between HOMO and LUMO (spin up / spin down)   6.330 / 6.274 eV
Energy above the lowest of the compared OMol25 structures with the same formula, charge and spin   61.61 kcal/mol

Atoms and positions in Å:
C 0.4658 0.2315 1.7958
C 0.9129 -0.2209 -1.1818
C -0.0207 1.3548 0.7933
O -0.4247 -0.2386 2.4277
O 1.7020 0.2353 1.9467
S -2.1825 -1.2910 -1.8878
S -0.5895 0.7890 -0.7113
H 1.5132 -0.2911 -0.2543
H 1.3708 0.3202 -2.0016
H 0.5796 -1.2422 -1.5147
H -0.5642 2.0741 1.3334
H -2.7626 -1.7212 -0.7454